P.
The following is a quantum chemistry calculation of a 3-piece molecular cluster, C5H12N2O2 overall, from OMol25.

Positions of all 21 atoms, in Å:
O  2.928  0.128  -0.459
O  1.302  1.617  0.150
N  0.837  0.321  -2.031
N  0.012  1.413  -2.439
C  -1.538  0.481  1.294
C  -0.785  -1.380  -0.170
C  -0.637  -0.662  0.956
C  2.026  0.855  -0.381
C  0.419  -0.980  1.965
H  -1.962  0.339  2.295
H  -0.914  1.089  -2.724
H  -1.673  -1.264  -0.779
H  -0.244  -2.306  -0.303
H  -0.053  -1.364  2.875
H  1.366  -0.011  -2.833
H  -2.352  0.579  0.581
H  -0.115  2.007  -1.619
H  1.125  -1.713  1.589
H  0.973  -0.084  2.237
H  0.260  -0.476  -1.521
H  -0.974  1.409  1.318

Values from the calculation:
SMILES string: C=C(C)C.O=C=O.NN
Molar mass (g mol⁻¹): 132.2
LUMO level (eV): 0.80

Q.
The following is a quantum chemistry calculation of C5H12N2O2 as an isolated structure, from OMol25.

Positions of all 21 atoms, in Å:
O  2.079  1.023  -0.320
O  1.086  0.296  -2.178
N  -0.534  1.348  -0.369
N  -2.021  -0.354  0.820
C  -0.217  -1.855  -0.971
C  -0.212  0.559  2.055
C  0.405  -0.777  -0.107
C  1.030  0.344  -0.837
C  -0.786  0.112  0.712
H  -1.217  1.244  -1.115
H  1.535  1.088  -2.506
H  -0.843  -2.480  -0.333
H  -0.860  -1.429  -1.743
H  -0.091  -0.311  2.698
H  1.106  -1.199  0.614
H  -0.908  1.250  2.530
H  -0.589  2.291  0.013
H  0.762  1.057  1.974
H  2.160  0.840  0.626
H  -2.422  -0.586  -0.088
H  0.537  -2.462  -1.475

Values from the calculation:
Molar mass (g mol⁻¹): 132.2
LUMO level (eV): 0.30

R.
The following is a quantum chemistry calculation of C5H12N2O2 as an isolated structure, from OMol25.

Positions of all 21 atoms, in Å:
O  0.044  1.238  0.385
O  0.050  3.658  -0.803
N  0.975  2.554  -1.104
N  1.422  0.350  -1.034
C  -1.939  -2.291  0.492
C  -0.956  -0.959  0.784
C  -1.120  0.529  0.054
C  0.781  1.431  -0.672
C  2.213  -0.259  -0.057
H  -3.434  -2.175  0.581
H  -1.018  0.426  -1.119
H  -1.469  -3.221  1.371
H  3.715  -0.146  -0.478
H  -1.866  1.536  0.387
H  1.720  0.000  -2.239
H  1.821  -1.853  -0.052
H  0.013  3.515  0.292
H  -1.118  -0.605  2.031
H  0.215  -1.349  0.591
H  1.876  0.396  1.169
H  -1.925  -2.773  -0.579

Values from the calculation:
Molar mass (g mol⁻¹): 132.2
LUMO level (eV): 0.04

Of them, the most stable is P and the least stable is R.

P.
The following is a quantum chemistry calculation of a 2-piece molecular cluster, C5H12N2O2 overall, from OMol25.

Positions of all 21 atoms, in Å:
O  -1.041  -0.712  -2.306
O  -0.081  1.208  -1.636
N  0.810  0.948  1.699
N  -0.778  -1.436  1.257
C  1.139  0.007  0.771
C  -0.900  0.296  -1.378
C  2.465  0.133  0.086
C  0.230  -0.980  0.406
C  -2.239  0.606  -0.749
H  0.615  -1.777  -0.229
H  3.232  -0.381  0.675
H  -1.126  -0.760  1.927
H  -0.254  -0.607  -2.873
H  -2.819  1.223  -1.437
H  -0.615  -2.349  1.668
H  -2.086  1.153  0.185
H  1.267  1.847  1.580
H  2.751  1.181  -0.043
H  2.414  -0.297  -0.918
H  -0.189  1.012  1.870
H  -2.796  -0.314  -0.553

Values from the calculation:
SMILES string: C/C(N)=C/N.CC(=O)O
Molar mass (g mol⁻¹): 132.2
LUMO level (eV): 0.76

Q.
The following is a quantum chemistry calculation of a 2-piece molecular cluster, C5H12N2O2 overall, from OMol25.

Positions of all 21 atoms, in Å:
O  -1.178  1.298  0.465
O  1.851  -0.827  1.222
N  -1.014  -0.824  0.043
N  1.500  0.518  -0.577
C  2.088  1.924  -0.262
C  0.641  -1.850  -0.541
C  -1.766  0.282  0.021
C  1.455  -0.707  0.047
C  -3.304  0.211  -0.068
H  -3.698  0.496  -1.038
H  2.246  1.794  0.853
H  -4.002  -0.614  0.259
H  1.130  0.378  -1.561
H  1.239  -2.712  -0.743
H  -0.150  -2.214  0.241
H  -0.039  -0.491  0.058
H  1.082  2.620  -0.536
H  -3.637  0.956  0.705
H  3.011  2.368  -0.871
H  0.356  -1.760  -1.511
H  -1.004  -1.610  -0.796

Values from the calculation:
SMILES string: CNC(C)=O.CC(N)=O
Molar mass (g mol⁻¹): 132.2
LUMO level (eV): 0.45

Of them, the most stable is P and the least stable is Q.

P.
The following is a quantum chemistry calculation of one molecule with the formula C6H11NO, from OMol25.

Positions of all 19 atoms, in Å:
O  -1.383  -0.400  -1.566
N  1.008  0.007  -0.832
C  -0.459  1.177  0.971
C  -0.360  -0.818  -0.687
C  -0.414  -0.304  0.709
C  -0.421  -1.276  1.849
C  0.830  0.588  0.473
C  1.088  1.002  -1.889
H  -1.042  1.789  0.293
H  -0.476  1.523  1.998
H  -1.038  -0.914  2.678
H  -2.002  -1.144  -1.619
H  1.099  0.513  -2.869
H  0.266  1.729  -1.894
H  0.586  -1.454  2.239
H  1.673  0.540  1.159
H  -0.151  -1.887  -0.780
H  2.019  1.574  -1.781
H  -0.824  -2.247  1.546

Values from the calculation:
SMILES string: CN1[C@H]2C[C@@]2(C)[C@H]1O
Molar mass (g mol⁻¹): 113.2
LUMO level (eV): 0.76

Q.
The following is a quantum chemistry calculation of a 2-piece molecular cluster, C6H11NO overall, from OMol25.

Positions of all 19 atoms, in Å:
O  0.297  0.771  1.358
N  -1.978  1.081  -1.431
C  -1.090  2.899  0.107
C  0.459  -1.580  1.636
C  0.442  -0.332  0.806
C  0.476  -0.449  -0.663
C  0.911  -1.772  -1.268
C  -1.707  2.024  -0.812
H  -0.381  -2.218  1.361
H  0.388  -1.329  2.692
H  1.050  0.388  -1.069
H  0.268  -2.592  -0.954
H  -0.584  -0.127  -1.031
H  -0.535  3.686  -0.397
H  1.369  -2.147  1.446
H  -0.382  2.078  0.779
H  -1.811  3.349  0.787
H  1.936  -2.022  -0.993
H  0.872  -1.707  -2.353

Values from the calculation:
SMILES string: CCC(C)=O.CC#N
Molar mass (g mol⁻¹): 113.2
LUMO level (eV): 0.87

R.
The following is a quantum chemistry calculation of a 2-piece molecular cluster, C6H11NO overall, from OMol25.

Positions of all 19 atoms, in Å:
O  -0.774  -2.510  -0.928
N  1.024  0.243  -1.458
C  0.401  0.000  0.731
C  0.066  1.164  -1.180
C  -1.574  1.635  0.691
C  1.319  -0.411  -0.260
C  0.324  -0.354  2.177
C  -0.436  0.934  0.101
H  0.147  -2.755  -0.613
H  -0.721  -1.669  -1.363
H  1.312  -0.923  2.418
H  -1.078  2.392  1.411
H  -0.519  -0.962  2.606
H  -2.262  2.097  0.031
H  2.155  -1.118  -0.257
H  1.760  0.320  -2.181
H  -2.129  0.874  1.224
H  0.237  0.571  2.712
H  -0.479  1.737  -1.916

Values from the calculation:
SMILES string: Cc1c[nH]cc1C.O
Molar mass (g mol⁻¹): 113.2
LUMO level (eV): 0.85

S.
The following is a quantum chemistry calculation of one molecule with the formula C6H11NO, from OMol25.

Positions of all 19 atoms, in Å:
O  0.830  0.894  0.245
N  0.990  -1.492  -0.534
C  -0.340  0.083  0.363
C  -0.226  -0.509  1.785
C  -0.967  0.000  -0.992
C  0.071  -1.363  0.558
C  0.199  -0.909  -1.661
C  0.523  2.237  0.649
H  -0.204  -1.705  -2.315
H  0.298  2.354  1.720
H  0.822  -0.230  -2.265
H  0.534  0.013  2.372
H  1.470  2.775  0.428
H  -1.108  -0.836  2.387
H  -1.931  -0.524  -1.055
H  -1.092  0.973  -1.467
H  1.257  -2.456  -0.676
H  -0.852  -1.951  0.444
H  -0.273  2.648  0.014

Values from the calculation:
SMILES string: CO[C@@]12CCN[C@H]1C2
Molar mass (g mol⁻¹): 113.2
LUMO level (eV): 1.05

Of them, the most stable is R and the least stable is S.

P.
The following is a quantum chemistry calculation of one molecule with the formula C6H11NO, from OMol25.

Positions of all 19 atoms, in Å:
O  -2.983  0.519  -0.652
N  2.376  0.160  -0.006
C  1.036  -0.196  -0.208
C  0.650  -1.461  -0.443
C  0.043  0.863  -0.728
C  3.182  -0.602  0.652
C  -0.990  1.337  0.399
C  -2.195  0.314  0.546
H  0.550  1.714  -0.888
H  -1.860  -0.676  0.701
H  -2.930  0.465  1.364
H  1.255  -2.383  -0.270
H  -0.284  1.217  1.231
H  -2.706  -0.202  -1.283
H  -0.550  0.425  -1.597
H  2.712  -1.486  1.203
H  -1.203  2.315  0.161
H  4.225  -0.536  0.671
H  -0.330  -1.786  -0.854

Values from the calculation:
SMILES string: C=NC(=C)CCCO
Molar mass (g mol⁻¹): 113.2
LUMO level (eV): 0.34

Q.
The following is a quantum chemistry calculation of one molecule with the formula C6H11NO, from OMol25.

Positions of all 19 atoms, in Å:
O  -0.717  1.115  -1.467
N  -0.789  0.840  -0.050
C  0.889  0.699  1.452
C  -1.384  2.201  -1.972
C  0.149  1.545  0.733
C  -0.464  -0.655  0.057
C  0.557  -0.791  1.242
C  1.845  -1.548  0.871
H  1.474  1.152  2.308
H  0.118  2.736  0.710
H  -1.053  2.306  -3.043
H  0.134  -1.211  2.198
H  1.791  -2.627  0.623
H  -2.478  2.119  -2.158
H  -1.496  -1.248  0.188
H  0.015  -0.988  -0.914
H  2.664  -1.294  1.623
H  -1.312  3.221  -1.407
H  2.323  -1.177  -0.021

Values from the calculation:
SMILES string: CON1C=C[C@H](C)C1
Molar mass (g mol⁻¹): 113.2
LUMO level (eV): 1.06

R.
The following is a quantum chemistry calculation of C6H11NO as an isolated structure, from OMol25.

Positions of all 19 atoms, in Å:
O  -0.959  -1.132  -0.831
N  0.214  1.206  -1.293
C  1.723  -0.934  -0.398
C  0.213  -0.884  -0.133
C  -1.926  -0.498  -0.015
C  1.665  0.270  0.626
C  0.180  0.563  0.094
C  -1.229  0.660  0.716
H  -1.720  1.673  0.524
H  1.628  -0.208  1.610
H  0.229  -1.528  0.790
H  0.296  2.192  -1.075
H  2.533  0.996  0.625
H  -0.711  1.086  -1.618
H  2.230  -1.900  -0.142
H  -2.318  -1.276  0.731
H  -1.252  0.484  1.750
H  -2.755  -0.177  -0.565
H  1.958  -0.592  -1.395

Values from the calculation:
Molar mass (g mol⁻¹): 113.2
LUMO level (eV): 1.05

S.
The following is a quantum chemistry calculation of C6H11NO as an isolated structure, from OMol25.

Positions of all 19 atoms, in Å:
O  0.750  0.889  1.580
N  -0.349  0.286  -1.748
C  1.011  -1.973  0.484
C  1.558  -1.044  -0.397
C  -0.041  0.030  -0.515
C  -1.350  -0.891  0.193
C  0.115  1.099  0.575
C  -0.596  2.400  0.312
H  -0.082  2.915  -0.502
H  1.757  -1.373  -1.408
H  -1.618  2.223  -0.022
H  0.560  -2.888  0.133
H  0.456  0.533  -2.318
H  -1.258  -1.215  1.223
H  -1.595  -1.701  -0.488
H  2.321  -0.385  -0.003
H  -2.123  -0.124  0.148
H  1.057  -1.806  1.549
H  -0.571  3.025  1.202

Values from the calculation:
Molar mass (g mol⁻¹): 113.2
LUMO level (spin up / spin down) (eV): -0.33 / -0.33

Of them, the most stable is R and the least stable is S.